No. 1
81
Properties=species:S:1:pos:R:3:forces:R:3 method="wB97M-V/def2-TZVPD" charge=-1 e_above_lowest_kj_mol=4690.6 lumo_ev=1.90 fmax_ha_per_bohr=0.35542 gap_ev=4.71 e_tot_ha=-11317.79466
H -4.87288 5.98880 11.84668 -3.435 -3.062 0.271
C -4.66102 5.07236 12.39745 -7.166 -8.851 1.255
H -8.55141 10.60052 17.64302 0.381 -0.771 0.446
H -3.61237 5.07377 12.69481 -2.534 -7.438 2.273
H -6.57521 6.93121 12.00759 -0.590 -0.233 -1.633
O -5.27744 5.61825 15.01735 -9.394 -13.547 -7.892
O -4.68097 8.00306 17.02457 1.082 3.762 1.174
H -8.45228 5.40481 12.45067 -1.823 -0.611 -1.197
H -5.37254 1.47474 16.99086 -0.426 -0.252 -0.153
C 0.21411 5.78360 15.32819 -0.017 0.228 -0.972
C -2.98638 8.39381 13.30368 0.878 -2.922 -1.129
H -7.34069 8.56083 16.68183 2.674 5.568 3.334
O -1.56741 6.16202 13.74402 0.786 -0.508 -0.801
C -6.76013 7.25320 10.98278 0.493 -1.052 -1.881
C -5.01624 1.75552 15.99974 1.170 0.774 0.495
O -7.17530 5.10223 13.34749 8.720 -8.597 -8.550
C -7.07713 6.53127 15.83984 2.571 -4.969 2.489
H -4.88224 4.27886 11.68365 0.765 -0.493 0.681
O -5.18862 7.05978 12.86739 -1.382 3.776 0.582
H -7.11789 6.25914 13.83151 -2.581 4.860 2.353
H -9.86722 6.30137 15.43243 0.114 -0.592 -0.079
H -6.14530 8.12863 10.77367 0.235 -0.435 0.146
H -9.50245 8.45362 16.16257 0.164 -1.025 0.087
O -5.55708 3.29515 14.13642 0.244 -0.152 -1.060
Br -7.84058 9.73771 11.30534 -1.311 2.669 0.509
C -9.12898 6.77968 14.78875 -0.022 -0.485 -0.362
H -9.16450 9.90586 16.14515 0.109 1.690 0.315
H -6.97885 9.44123 15.21687 1.286 -2.190 3.553
C -3.98026 9.91508 15.20062 -2.049 0.779 2.910
C -1.15020 6.35764 15.11836 -1.381 0.900 0.264
C -7.37024 4.11230 11.09310 -1.318 -1.493 0.384
H -4.83348 9.67108 14.56770 0.661 0.445 -0.089
H -3.72300 10.97429 15.20101 0.089 -0.157 0.052
H -8.51134 8.84335 14.78347 -0.202 -0.953 1.653
H -4.07136 2.23959 16.24665 0.118 0.420 -0.121
H 0.90464 6.27357 14.64174 0.247 0.121 0.212
C -7.78776 5.99438 14.64959 -4.772 5.212 10.249
H -6.10930 3.63939 16.00588 0.148 -0.247 0.700
S -3.13335 6.51589 13.32280 4.142 6.418 2.078
O -6.03841 6.08643 16.37708 -9.845 3.540 9.106
H -9.66006 7.01470 13.86635 0.119 -0.143 -0.265
O -6.75205 8.26142 13.64611 1.532 -0.943 -0.153
H 0.51469 5.93389 16.36510 0.103 -0.275 -0.101
O -3.95338 6.12893 14.45912 17.506 1.514 -4.726
Br -10.38260 9.82006 13.39524 1.126 0.609 -0.274
H -1.24417 7.42554 15.31540 0.704 0.371 -0.059
Br -7.19144 10.80137 14.25925 -1.360 6.213 -8.328
O -4.94305 5.35861 10.02340 -2.919 1.675 -2.870
C -8.73813 8.05163 15.49751 -1.083 -1.711 -0.883
H -8.16868 11.39808 16.20521 -0.552 0.244 0.262
H -7.38446 3.10246 10.68308 -0.766 -0.200 -0.252
O -6.48344 6.57090 8.39103 0.344 -0.185 0.262
H -3.92733 8.76966 12.90189 0.754 0.287 -0.257
H -9.51747 4.27092 11.53064 -0.126 0.188 -0.786
H -1.85862 5.99532 15.86332 -0.316 -0.770 -0.435
H -6.95228 2.31270 15.24833 -0.189 -0.159 -0.143
H -6.40971 4.03050 11.60180 -0.539 0.995 -0.422
H -3.16317 9.21631 15.02117 -1.330 3.366 3.330
O -3.77900 10.24293 17.80346 -0.032 -0.085 0.137
H -7.79626 7.57575 10.88043 0.295 -1.281 -0.907
S -4.58202 9.46886 16.89846 -0.720 -1.586 0.105
C -8.37472 9.65728 13.15405 -1.157 1.341 -0.969
H -8.68185 3.62979 12.81850 0.491 0.249 0.261
H 0.18481 4.74508 14.99848 0.119 -0.179 0.510
S -6.22904 6.02499 9.69325 -0.310 -0.857 2.011
H -2.94094 8.62418 14.36809 1.461 -2.949 -3.704
H -4.66804 0.87616 15.45790 -0.801 -0.042 -0.414
O -6.07673 10.09474 17.03286 4.464 1.907 0.155
O -7.45933 4.98754 9.96065 1.262 0.387 -0.602
O -5.11757 7.62622 14.87658 -2.770 5.371 -0.459
H -7.82125 4.92943 14.87955 -1.930 0.345 1.299
C -7.09837 9.55056 16.29477 -1.515 2.829 4.063
S -5.82314 4.89175 13.84451 5.463 -4.176 0.668
H -2.05073 8.61546 12.79032 -0.313 0.242 -0.211
H -8.16823 8.62719 13.44453 -1.116 0.992 -1.036
N -5.70152 7.62082 13.82327 1.487 2.974 1.530
C -5.96788 2.76414 15.37181 -0.724 -0.049 0.753
O -7.58571 7.63075 16.21689 -5.271 -7.578 -1.024
O -3.46408 6.11303 11.94419 14.056 10.336 -5.333
C -8.56879 4.39688 12.05242 -1.701 -1.027 -2.849
C -8.30270 10.39194 16.60247 -0.576 1.632 0.464



No. 2
21
Properties=species:S:1:pos:R:3:forces:R:3 method="wB97M-V/def2-TZVPD" charge=+1 e_above_lowest_kj_mol=357.9 lumo_ev=-3.15 fmax_ha_per_bohr=0.06832 gap_ev=9.44 e_tot_ha=-436.89248
C -1.62862 0.29067 -1.21225 1.741 2.583 1.625
H -0.71837 1.61637 -2.21469 0.033 0.007 0.379
N -0.96622 -0.95346 -0.74644 0.035 -0.275 -0.305
H 1.77067 1.97387 1.06951 0.009 0.253 0.004
H 2.04038 0.25892 1.62022 0.177 -0.294 0.030
H -1.21989 -0.75306 1.33676 -0.052 -0.048 -0.160
C 0.23159 0.62390 0.59836 0.502 0.006 -0.064
H -1.61495 -1.74949 -0.74138 0.148 0.119 -0.059
H -0.55294 3.33808 -0.79971 0.230 -0.084 0.155
H 0.10767 -2.85499 0.82115 -0.040 -0.094 0.029
H 0.87730 2.43015 -1.00324 -0.108 -0.039 0.149
H -0.20721 -1.17192 -1.40964 -0.209 0.066 0.127
H 0.89573 -1.82149 1.99431 0.008 0.015 0.066
C -0.37747 -0.75999 0.63894 0.399 0.231 0.488
O -1.24368 0.74399 -2.37886 -0.301 -0.635 -0.201
H -2.66540 0.37102 -0.90922 -0.067 -0.192 -0.024
N -0.64019 1.52810 0.00316 -2.448 -1.822 -1.564
H 1.47141 -1.83469 0.32872 0.045 0.003 -0.063
C 0.58372 -1.88617 0.95615 -0.134 0.005 -0.008
C 1.42056 0.95789 1.09653 -0.245 -0.184 -0.072
N -0.13539 2.41721 -0.88658 0.278 0.380 -0.530



No. 3
74
Properties=species:S:1:pos:R:3:forces:R:3 method="wB97M-V/def2-TZVPD" smiles="COP(=O)(OC)OC.COP(=O)(OC)OC.COP(=O)(OC)OC.COP(=O)(OC)OC.CO" e_above_lowest_kj_mol=0.0 lumo_ev=0.55 fmax_ha_per_bohr=0.04495 gap_ev=10.52 e_tot_ha=-3164.11140
H 0.13825 -0.63053 2.99692 -0.574 -0.246 -0.078
H 1.03214 0.58401 1.45790 -0.638 0.246 0.285
H -5.44543 2.19917 5.66524 0.634 -0.174 -0.255
P 2.85474 -0.86265 4.11485 1.394 -1.561 -0.167
H -4.78667 -1.24176 -1.70052 -0.192 0.174 -0.102
H -6.00010 0.70736 6.40389 0.707 -0.656 -0.215
H -2.69597 0.68265 0.69540 -0.048 -0.065 -0.169
H -4.39052 2.89354 -3.93109 -0.069 -0.032 -0.749
H -7.96696 -0.89109 2.26787 0.318 -0.333 -0.245
H 3.30406 0.98534 6.45365 0.659 -0.182 0.294
O 7.92854 -0.68994 -2.93505 -0.616 -0.461 0.150
H 4.16024 1.95117 4.47637 -0.078 0.321 -0.132
H 4.84603 0.95197 3.24557 -0.373 -0.685 0.040
O -4.10488 -0.02471 -3.21856 -0.116 1.314 -0.033
C -3.35809 -0.03763 1.17347 0.677 0.289 -1.022
H 1.49412 0.94775 -0.16319 0.155 -0.021 0.113
H 3.95682 -0.31457 -0.76858 0.341 0.242 0.129
C 4.30726 -0.09302 -1.77844 -0.631 -0.471 0.255
O -3.75599 0.58470 2.38949 -0.486 -0.216 0.621
C 8.30200 0.66336 -3.21414 0.171 0.188 1.130
H -3.00691 2.82939 -2.99923 0.453 -0.195 -0.136
H -4.15559 -0.28772 0.47508 -0.367 0.251 0.342
C -5.81493 1.19647 5.44930 -1.663 1.037 0.035
P -2.68250 0.26775 -3.88882 -1.036 -1.506 -0.645
H 1.92592 -0.02070 6.44111 -0.024 -0.176 0.323
C 3.01104 -0.05749 6.58082 -1.233 -0.122 -0.642
O -0.06851 -0.37720 -0.02136 0.020 -0.354 0.554
O -2.93344 1.61421 -4.69294 0.298 -0.253 -0.082
H -0.23824 -0.24916 -0.96081 -0.119 0.037 -0.082
O 3.55209 -0.91360 5.55934 -0.079 0.463 -0.519
H -4.30775 -0.44955 -6.05671 -0.147 0.451 -0.933
H 3.84194 2.22147 2.73442 -0.867 -0.017 0.100
H 0.97406 -2.16338 2.62076 0.202 0.250 -0.056
C -7.12666 -0.94426 2.97280 -1.746 -0.564 -0.701
H 8.80895 1.04637 -2.32521 0.038 -0.123 0.042
O 3.51844 -1.72941 3.12115 -0.344 0.843 0.690
H -5.40061 -1.61909 -3.33950 0.144 -0.134 -0.056
C 3.92586 1.47554 3.52227 1.510 0.257 0.499
P -5.22009 0.78623 2.93702 -0.227 0.129 -0.125
H -7.55605 -0.34806 3.78110 0.956 0.168 0.333
H 3.21463 -0.51662 7.54174 0.338 0.294 0.029
P 6.40805 -1.18094 -2.87468 0.079 0.464 0.418
H -3.67459 -1.97182 -2.82564 -0.417 -0.433 -0.198
H -0.30711 -2.25320 3.76388 -0.239 0.492 0.323
O -1.53124 0.15511 -3.00197 0.113 0.349 0.271
C 0.46629 -1.58605 3.39533 0.611 -0.213 -0.300
H -3.16989 -1.42903 -6.99783 0.271 -0.214 0.346
H -6.81840 1.38439 5.05573 0.020 -0.002 -0.069
H -0.01216 1.63866 0.26686 0.003 0.256 1.069
O 5.81181 -0.68787 -4.28767 -0.439 -0.159 0.416
H 9.04026 0.68435 -4.01004 -0.385 -0.019 -0.372
H 6.68231 -2.29443 -5.25426 -0.441 -0.443 0.162
C 0.61574 0.76840 0.47392 0.487 -0.111 -2.087
H -2.79844 0.29115 -6.80560 -0.164 0.134 0.121
H -6.98287 -1.98384 3.26610 -0.030 0.153 0.213
O 6.23320 -2.59123 -2.51854 0.267 0.462 -0.602
C -3.25878 -0.57184 -6.33600 -0.674 -0.309 1.149
O -2.67189 -0.85308 -5.03317 1.150 0.647 -0.653
O -5.07166 0.44610 4.50310 0.429 -0.050 -0.297
O -5.95966 -0.50238 2.31211 0.592 0.920 0.661
C -3.30791 2.82008 -4.05481 -0.609 0.393 2.195
O -5.88046 2.08164 2.68135 0.425 -0.895 0.184
C -4.53639 -1.30474 -2.75996 1.003 -0.003 0.404
H 4.95598 -1.98781 -5.74057 -0.160 -0.101 0.584
H 3.99064 0.90506 -2.07741 -0.059 -0.111 -0.099
O 5.72712 -0.16257 -1.83950 0.759 -0.106 -0.753
O 1.37926 -1.28342 4.47315 -0.244 0.219 -0.057
C 5.89789 -1.55395 -5.41731 1.241 -0.022 -0.749
H -2.76279 -0.94188 1.29450 -0.119 0.015 0.680
H 7.43613 1.31152 -3.33189 0.005 -0.094 -0.589
H 6.28833 -1.00710 -6.27981 -0.221 0.479 0.198
H -2.88844 3.73298 -4.46563 0.098 -0.399 -0.723
O 2.77842 0.67526 3.72513 -0.736 0.036 -0.365
H 3.84000 -0.87389 -2.38227 0.041 0.256 -0.301



No. 4
32
Properties=species:S:1:pos:R:3:forces:R:3 method="wB97M-V/def2-TZVPD" smiles="CCCC(=O)O[C@@H](F)S(=O)(=O)C(F)(F)C(F)(F)C(F)(F)C(F)(F)F" lumo_ev=-0.51 fmax_ha_per_bohr=0.14335 gap_ev=10.74 e_tot_ha=-2045.39519
C -2.70869 -0.43917 1.18432 -1.142 0.296 2.274
H 2.56770 -0.59368 1.16048 0.493 -0.821 -1.493
F -4.55037 -0.32071 -0.53161 2.176 -1.731 1.737
F -1.93928 -2.76655 -0.31763 -2.618 1.071 -0.295
O 1.06114 0.45608 -1.71091 1.552 2.131 3.094
O 1.59790 1.64350 0.27546 -0.992 0.803 -2.121
H 3.99424 1.86077 -1.24882 -0.799 -1.233 -0.077
C 3.03015 -1.19359 0.29428 0.081 -0.656 0.448
O -0.91486 2.03063 2.36781 0.769 -1.546 -4.140
C -3.80933 -1.19002 0.30686 -2.611 -0.039 0.584
C 3.43192 0.88463 -1.38413 -0.258 -0.991 0.581
H 2.21636 -1.66066 -0.37055 1.136 0.965 0.946
F 0.39433 3.16454 -1.12434 0.154 -1.472 2.174
C 1.88326 0.98887 -0.95966 0.389 -1.908 -3.444
F -0.36002 -0.55917 0.63061 -2.320 1.651 -1.103
F -3.50727 -2.29815 -1.88094 0.610 -0.157 2.889
H 0.81556 3.46195 0.86114 -0.846 -1.449 -0.712
F -1.80677 0.21042 -1.04810 0.633 -0.181 3.040
F -4.76768 -1.69087 1.23403 2.135 1.114 -1.692
S -1.10321 1.96290 0.86473 -3.361 4.423 4.846
C -3.28445 -2.46003 -0.51322 -0.223 -2.505 -1.396
C 4.09604 -0.32090 -0.51627 -0.100 0.160 0.992
F -4.00823 -3.60969 -0.11698 1.637 2.650 -0.887
F -2.22180 -1.36721 2.14167 -0.776 1.939 -2.438
F -3.40760 0.53157 1.95023 1.539 -1.810 -1.961
C 0.53928 2.59057 0.16451 1.237 1.156 -0.555
H 3.53525 -2.09293 0.80609 -0.508 1.421 -0.845
O -2.23602 2.87768 0.52674 2.775 -2.518 -0.991
H 4.70989 -1.03144 -1.16675 -0.794 1.270 0.763
H 4.77180 0.17287 0.26583 -0.737 -0.889 -1.182
C -1.51346 0.22568 0.32956 1.369 -2.065 -0.651
H 3.49422 0.53212 -2.47446 -0.602 0.923 1.614



Number 1: HOMO -2.8 eV. Number 2: HOMO -12.6 eV. Number 3: HOMO -10.0 eV. Number 4: HOMO -11.3 eV.